# C20H36FO12S3

A molecular structure, C20H36FO12S3 (ωB97M-V with the def2-TZVPD basis set, the OMol25 dataset).

Output
DFT total energy (eV): -81110.3740
Total charge: -1
Kohn-Sham gap (eV): 7.895
E_LUMO (eV): 2.076
HOMO level (Ha): -0.2138

Geometry (Å):
F -0.35 0.58 1.08
C -1.84 -2.38 2.42
C -3.32 -1.91 2.01
C -3.43 -1.34 0.62
O -4.30 -2.07 -0.10
C -4.50 -3.04 0.64
O -5.35 -3.93 0.34
O -4.05 -3.04 1.87
H -1.44 -3.04 1.78
H -1.58 -2.88 3.48
H -1.10 -1.37 2.46
H -3.72 -1.22 2.69
H -2.31 -1.18 0.03
H -3.88 -0.38 0.49
C 1.74 2.73 -2.60
C 1.29 2.53 -1.08
C 2.38 1.91 -0.26
O 2.83 3.06 0.51
C 1.95 3.94 0.42
O 1.86 4.85 1.16
O 1.13 3.77 -0.56
H 2.73 3.40 -2.65
H 0.91 3.11 -3.33
H 2.00 1.80 -3.06
H 0.32 1.98 -1.04
H 3.17 1.75 -0.82
H 1.98 1.27 0.44
C -1.87 4.71 0.15
C -2.33 5.37 1.60
C -3.52 4.53 2.06
S -3.01 2.93 1.73
O -4.18 2.23 1.20
O -2.42 2.51 3.00
C -1.78 3.18 0.54
H -0.93 5.06 -0.09
H -2.60 5.00 -0.57
H -2.52 6.43 1.33
H -1.37 5.39 2.18
H -4.29 4.81 1.47
H -3.76 4.46 3.08
H -1.88 2.84 -0.36
H -0.75 3.07 1.09
C 3.63 -1.66 0.75
C 4.29 -2.95 1.02
C 3.48 -3.55 2.13
S 1.81 -2.95 1.94
O 1.56 -2.10 3.04
O 1.08 -4.12 1.59
C 2.12 -1.87 0.54
H 3.99 -1.10 -0.05
H 3.76 -1.29 1.83
H 5.38 -3.11 1.46
H 4.23 -3.54 0.09
H 3.95 -3.40 3.04
H 3.50 -4.66 2.34
H 1.48 -0.98 0.36
H 1.98 -2.22 -0.55
C 0.21 -3.41 -3.40
C -0.48 -2.47 -2.30
C -0.15 -0.98 -2.43
S 1.41 -1.02 -3.26
O 2.43 -0.55 -2.38
O 1.27 -0.47 -4.55
C 1.61 -2.76 -3.52
H -0.38 -3.35 -4.34
H 0.28 -4.42 -2.93
H -0.34 -2.73 -1.25
H -1.57 -2.68 -2.23
H -0.05 -0.28 -1.56
H -0.69 -0.49 -3.22
H 2.23 -3.47 -2.96
H 2.07 -2.80 -4.52

So, what does the Löwdin scheme give us? The charges, in e, come out as: number 1, F, carries -0.606; number 2, C, carries -0.014; number 3, C, carries -0.307; number 4, C, carries -0.135; number 5, O, carries 0.157; number 6, C, carries -0.633; number 7, O, carries 0.048; number 8, O, carries 0.128; number 9, H, carries -0.011; number 10, H, carries 0.116; number 11, H, carries 0.128; number 12, H, carries 0.139; number 13, H, carries 0.192; number 14, H, carries 0.111; number 15, C, carries -0.006; number 16, C, carries -0.327; number 17, C, carries -0.029; number 18, O, carries 0.150; number 19, C, carries -0.742; number 20, O, carries 0.154; number 21, O, carries 0.088; number 22, H, carries 0.129; number 23, H, carries 0.105; number 24, H, carries 0.013; number 25, H, carries 0.137; number 26, H, carries 0.084; number 27, H, carries 0.099; number 28, C, carries -0.136; number 29, C, carries -0.175; number 30, C, carries -0.255; number 31, S, carries 0.667; number 32, O, carries -0.346; number 33, O, carries -0.319; number 34, C, carries -0.241; number 35, H, carries 0.060; number 36, H, carries 0.094; number 37, H, carries 0.101; number 38, H, carries 0.125; number 39, H, carries 0.068; number 40, H, carries 0.093; number 41, H, carries 0.039; number 42, H, carries 0.142; number 43, C, carries -0.244; number 44, C, carries -0.268; number 45, C, carries -0.278; number 46, S, carries 0.638; number 47, O, carries -0.290; number 48, O, carries -0.319; number 49, C, carries -0.211; number 50, H, carries 0.086; number 51, H, carries 0.148; number 52, H, carries 0.161; number 53, H, carries 0.112; number 54, H, carries 0.073; number 55, H, carries 0.126; number 56, H, carries 0.085; number 57, H, carries 0.099; number 58, C, carries -0.159; number 59, C, carries -0.211; number 60, C, carries -0.213; number 61, S, carries 0.590; number 62, O, carries -0.314; number 63, O, carries -0.291; number 64, C, carries -0.253; number 65, H, carries 0.117; number 66, H, carries 0.121; number 67, H, carries 0.094; number 68, H, carries 0.115; number 69, H, carries 0.106; number 70, H, carries 0.090; number 71, H, carries 0.105; number 72, H, carries 0.101

***

# C20H36IrN4O7P2

A molecular structure, C20H36IrN4O7P2 (ωB97M-V with the def2-TZVPD basis set, the OMol25 dataset).

Output
DFT total energy (eV): -63034.6829
<S²>: 0.761
Total charge: 0
Kohn-Sham gap (alpha / beta) (eV): 5.900 / 5.688
E_LUMO (alpha / beta) (eV): -0.723 / -0.873
HOMO level (alpha / beta) (Ha): -0.2434 / -0.2411
2S+1: 2

Geometry (Å):
Ir -1.44 -0.49 -0.10
C 4.13 2.02 0.00
N 3.33 0.91 -0.50
C 3.92 -0.41 -0.28
P 1.70 0.98 -0.71
O 0.96 -0.16 -0.10
O 1.37 2.41 -0.01
P -0.11 2.75 0.61
O -1.14 1.83 0.08
N -0.32 4.30 0.13
C 0.73 5.23 -0.21
C -1.68 4.76 -0.14
N 0.08 2.72 2.24
C 0.16 1.41 2.90
C 0.97 3.71 2.83
N 1.44 1.17 -2.32
C 2.16 2.25 -2.99
C 0.10 0.95 -2.88
H 5.10 2.02 -0.51
H 4.31 1.92 1.08
H 3.63 2.96 -0.18
H 4.83 -0.51 -0.87
H 3.21 -1.18 -0.58
H 4.16 -0.57 0.77
H 1.71 4.79 -0.01
H 0.64 6.15 0.38
H 0.68 5.50 -1.27
H -2.39 3.96 0.04
H -1.78 5.08 -1.18
H -1.94 5.61 0.51
H -0.37 0.65 2.33
H -0.30 1.47 3.88
H 1.20 1.08 3.00
H 0.82 4.68 2.37
H 2.03 3.42 2.73
H 0.74 3.79 3.90
H 3.17 2.33 -2.59
H 1.65 3.22 -2.87
H 2.22 2.03 -4.05
H -0.51 0.35 -2.20
H 0.18 0.42 -3.83
H -0.42 1.90 -3.04
O -5.35 -0.04 1.52
C -4.19 -0.02 1.18
O -3.55 0.16 0.10
C -3.06 -0.25 2.49
O -3.44 0.14 3.57
O -2.00 -0.80 2.04
C -2.44 -4.02 -2.17
C -1.98 -3.40 -0.83
C -3.20 -3.16 0.07
C -1.28 -2.11 -1.13
C -1.00 -4.37 -0.17
C 0.38 -4.18 -0.23
C 1.26 -5.09 0.33
C 0.78 -6.23 0.97
C -0.59 -6.42 1.04
C -1.47 -5.51 0.48
H -3.13 -3.34 -2.68
H -2.96 -4.96 -1.97
H -1.59 -4.22 -2.82
H -3.82 -2.36 -0.35
H -2.88 -2.86 1.07
H -3.81 -4.05 0.14
H -0.65 -2.14 -2.02
H 0.78 -3.29 -0.70
H 2.33 -4.92 0.27
H 1.46 -6.95 1.40
H -0.99 -7.30 1.55
H -2.53 -5.70 0.55

So, what does the Löwdin scheme give us? The charges, in e, come out as: number 1, Ir, carries 1.341; number 2, C, carries -0.095; number 3, N, carries -0.295; number 4, C, carries -0.081; number 5, P, carries 0.504; number 6, O, carries -0.319; number 7, O, carries -0.273; number 8, P, carries 0.501; number 9, O, carries -0.335; number 10, N, carries -0.298; number 11, C, carries -0.103; number 12, C, carries -0.072; number 13, N, carries -0.275; number 14, C, carries -0.075; number 15, C, carries -0.093; number 16, N, carries -0.280; number 17, C, carries -0.090; number 18, C, carries -0.090; number 19, H, carries 0.091; number 20, H, carries 0.091; number 21, H, carries 0.066; number 22, H, carries 0.088; number 23, H, carries 0.073; number 24, H, carries 0.093; number 25, H, carries 0.068; number 26, H, carries 0.089; number 27, H, carries 0.086; number 28, H, carries 0.083; number 29, H, carries 0.089; number 30, H, carries 0.089; number 31, H, carries 0.035; number 32, H, carries 0.101; number 33, H, carries 0.092; number 34, H, carries 0.067; number 35, H, carries 0.085; number 36, H, carries 0.094; number 37, H, carries 0.073; number 38, H, carries 0.085; number 39, H, carries 0.093; number 40, H, carries 0.014; number 41, H, carries 0.095; number 42, H, carries 0.096; number 43, O, carries 0.067; number 44, C, carries -0.568; number 45, O, carries -0.168; number 46, C, carries -0.573; number 47, O, carries 0.058; number 48, O, carries -0.192; number 49, C, carries -0.029; number 50, C, carries -0.557; number 51, C, carries -0.049; number 52, C, carries -0.118; number 53, C, carries -0.171; number 54, C, carries -0.034; number 55, C, carries -0.082; number 56, C, carries -0.093; number 57, C, carries -0.074; number 58, C, carries -0.028; number 59, H, carries 0.091; number 60, H, carries 0.089; number 61, H, carries 0.087; number 62, H, carries 0.082; number 63, H, carries 0.083; number 64, H, carries 0.082; number 65, H, carries 0.076; number 66, H, carries 0.093; number 67, H, carries 0.100; number 68, H, carries 0.100; number 69, H, carries 0.104; number 70, H, carries 0.111

***

# C20H37F2N4O10PS2Tm

A molecular structure, C20H37F2N4O10PS2Tm (ωB97M-V with the def2-TZVPD basis set, the OMol25 dataset).

Output
DFT total energy (eV): -113669.3362
<S²>: 2.008
Total charge: +3
Kohn-Sham gap (alpha / beta) (eV): 8.527 / 3.677
E_LUMO (alpha / beta) (eV): -8.093 / -11.991
HOMO level (alpha / beta) (Ha): -0.6108 / -0.5758
2S+1: 3

Geometry (Å):
C 0.00 -5.57 -2.68
C 1.17 -4.70 -3.17
C 0.88 -3.29 -3.61
O 1.09 -2.59 -2.38
C 0.66 -1.31 -2.16
C 1.13 -0.84 -0.73
S 2.97 -1.17 -0.66
O 3.59 -0.22 -1.51
O 3.27 -2.57 -0.86
F 3.26 -0.92 0.80
C 0.72 0.71 -0.59
C 1.75 1.88 -0.49
C 2.31 2.29 -1.88
C 2.89 1.93 0.55
C 2.56 1.76 2.03
C 3.66 2.36 2.92
P -0.31 1.27 -2.16
C -0.77 3.01 -2.03
O -1.68 0.50 -1.98
N -0.28 0.87 0.48
C -0.15 0.26 1.67
N -0.68 0.72 2.78
N -0.48 -0.05 3.93
C -1.47 1.98 2.83
C -2.66 1.98 1.87
C -4.01 1.53 2.41
C -5.04 1.83 1.33
O -4.68 1.00 0.22
C -4.93 1.47 -1.01
O -4.74 0.80 -1.99
N 0.57 -0.91 1.70
C 0.46 -1.65 0.47
C 1.21 -3.03 0.78
O 0.93 -4.06 0.03
O 2.03 -3.04 1.76
S -1.32 -2.20 0.36
O -2.21 -1.10 0.23
O -1.39 -3.05 1.51
F -1.40 -3.07 -0.90
H -0.95 -5.08 -2.84
H 0.10 -5.87 -1.65
H -0.02 -6.50 -3.25
H 1.59 -5.23 -4.02
H 1.95 -4.56 -2.43
H -0.09 -3.17 -4.08
H 1.61 -2.98 -4.36
H 1.16 -0.69 -2.92
H -0.42 -1.27 -2.26
H 1.16 2.74 -0.19
H 2.29 1.48 -2.61
H 1.84 3.19 -2.25
H 3.36 2.54 -1.77
H 3.26 2.95 0.46
H 3.76 1.33 0.28
H 1.65 2.34 2.23
H 2.38 0.74 2.33
H 3.23 2.90 3.75
H 4.27 3.07 2.37
H 4.32 1.60 3.30
H -0.68 3.43 -1.04
H -1.81 3.12 -2.33
H -0.19 3.62 -2.71
H -2.38 0.82 -2.58
H -0.66 1.81 0.50
H 0.15 0.42 4.56
H -1.37 -0.22 4.38
H -1.79 2.12 3.85
H -0.80 2.80 2.58
H -2.48 1.36 0.99
H -2.76 3.00 1.50
H -4.01 0.45 2.55
H -4.32 2.05 3.31
H -4.92 2.87 1.03
H -6.05 1.68 1.68
H -5.21 2.52 -1.08
H 0.21 -1.51 2.44
Tm 2.75 -4.61 -0.82

So, what does the Löwdin scheme give us? The charges, in e, come out as: number 1, C, carries -0.036; number 2, C, carries -0.216; number 3, C, carries -0.133; number 4, O, carries -0.188; number 5, C, carries -0.223; number 6, C, carries -0.183; number 7, S, carries 0.777; number 8, O, carries -0.156; number 9, O, carries -0.335; number 10, F, carries -0.037; number 11, C, carries -0.289; number 12, C, carries -0.310; number 13, C, carries -0.061; number 14, C, carries -0.173; number 15, C, carries -0.245; number 16, C, carries -0.059; number 17, P, carries 1.162; number 18, C, carries -0.137; number 19, O, carries -0.182; number 20, N, carries 0.124; number 21, C, carries -0.310; number 22, N, carries -0.056; number 23, N, carries 0.151; number 24, C, carries -0.068; number 25, C, carries -0.183; number 26, C, carries -0.139; number 27, C, carries -0.161; number 28, O, carries -0.022; number 29, C, carries -0.329; number 30, O, carries 0.084; number 31, N, carries 0.145; number 32, C, carries -0.274; number 33, C, carries -0.579; number 34, O, carries -0.166; number 35, O, carries 0.070; number 36, S, carries 0.709; number 37, O, carries -0.205; number 38, O, carries -0.169; number 39, F, carries -0.064; number 40, H, carries 0.091; number 41, H, carries 0.070; number 42, H, carries 0.095; number 43, H, carries 0.139; number 44, H, carries -0.012; number 45, H, carries 0.154; number 46, H, carries 0.147; number 47, H, carries 0.134; number 48, H, carries 0.115; number 49, H, carries 0.120; number 50, H, carries 0.070; number 51, H, carries 0.079; number 52, H, carries 0.108; number 53, H, carries 0.132; number 54, H, carries 0.104; number 55, H, carries 0.096; number 56, H, carries 0.083; number 57, H, carries 0.082; number 58, H, carries 0.083; number 59, H, carries 0.085; number 60, H, carries 0.073; number 61, H, carries 0.078; number 62, H, carries 0.073; number 63, H, carries 0.112; number 64, H, carries 0.116; number 65, H, carries 0.132; number 66, H, carries 0.130; number 67, H, carries 0.141; number 68, H, carries 0.126; number 69, H, carries 0.081; number 70, H, carries 0.130; number 71, H, carries 0.131; number 72, H, carries 0.135; number 73, H, carries 0.124; number 74, H, carries 0.144; number 75, H, carries 0.158; number 76, H, carries 0.151; number 77, Tm, carries 1.453